113
Properties=species:S:1:pos:R:3:forces:R:3:mulliken_charge:R:1 method="wB97M-V/def2-TZVPD" lumo_ev="-2.63 / -2.64" homo_ev="-9.9 / -9.9" max_force_ev_per_a=3.59 relative_energy_kj_mol=54.9 spin_multiplicity=5 s2=6.01 charge=+1 total_energy_ev=-194148.885
Fe -10.22778 0.04532 24.01310 0.00 0.03 -0.29 1.6331
O -9.87681 0.81781 22.10163 -0.03 0.04 -0.46 -0.3994
S -9.26142 -0.27793 21.19731 -1.56 -0.82 0.86 1.3573
C -7.60253 0.08491 21.26606 1.52 0.44 -0.44 0.8321
C -7.11701 1.05565 20.43742 2.55 -0.24 1.03 -0.3168
C -5.73681 1.43507 20.34494 -1.42 0.87 -0.24 -1.5977
C -4.90627 0.70732 21.09227 2.62 -2.11 0.01 -0.0451
C -3.36934 0.62457 21.16375 -0.82 1.34 2.45 -1.0388
C -3.03342 -0.74309 21.74253 0.08 -0.73 0.33 -1.0574
C -4.32809 -1.21288 22.33832 -0.38 -0.80 1.20 0.1746
C -4.62061 -2.26571 23.21610 -1.07 1.92 -0.78 -1.4897
C -5.98775 -2.42805 23.65917 1.27 1.46 -2.38 -0.6092
C -7.04665 -1.66907 23.08430 1.26 -0.43 0.15 0.3149
P -8.73709 -1.96043 23.71750 -0.31 -0.14 0.22 2.0655
C -9.48775 -3.22630 22.65360 -1.31 0.08 0.09 0.6298
C -8.60099 -4.09923 22.05489 -0.62 0.96 0.04 -0.4785
C -9.02373 -4.89636 21.03391 -0.64 -0.58 -0.23 -1.2397
C -10.34146 -4.90717 20.69244 -1.09 0.39 -0.46 -0.7251
C -11.28947 -4.07948 21.30974 1.13 -0.43 0.21 -0.5261
C -10.89930 -3.23657 22.32631 2.58 -0.58 0.01 -0.6843
C -8.30148 -2.77952 25.26886 -0.57 1.61 1.38 -0.1259
C -8.18621 -1.90835 26.37096 1.08 0.91 1.25 -0.3650
C -7.91436 -2.41057 27.68547 -1.07 -0.26 -2.62 -0.6178
C -7.82686 -3.80731 27.86142 0.26 1.35 -0.98 -0.5879
C -7.88240 -4.67664 26.77327 -0.72 0.09 -0.35 -0.8663
C -8.18233 -4.11828 25.48516 0.31 -1.04 2.56 0.2327
C -6.72197 -0.65725 22.10247 0.26 -1.04 0.51 -1.4625
C -5.35750 -0.40989 21.83939 -1.17 0.18 0.75 1.4432
C -9.64663 -0.03664 19.46563 -0.31 -0.39 1.21 -0.7753
C -8.78163 -0.59585 18.55112 0.50 -0.11 -1.05 0.1363
C -8.93438 -0.39115 17.14222 -0.96 0.73 2.80 -1.7137
C -9.92775 0.50139 16.81760 1.43 -1.24 0.31 0.5307
C -10.15926 1.00737 15.49144 -0.98 -0.49 -3.21 -0.7149
C -11.54336 1.72518 15.50827 0.34 0.44 2.11 -0.8469
C -11.87879 1.69228 17.03821 -0.79 0.64 0.34 0.3478
C -12.95462 2.19984 17.77439 2.22 -1.17 0.60 -1.3704
C -13.04832 1.75281 19.13846 -0.88 0.33 -1.22 0.3105
C -12.09966 0.96365 19.71412 -0.13 -1.61 2.78 0.2110
P -12.66765 0.05803 21.30172 0.19 0.32 -0.83 1.4905
C -13.50421 1.48867 22.13126 0.53 -0.70 -0.51 0.2957
C -14.84031 1.47063 22.49168 0.09 0.94 0.41 -0.2871
C -15.37898 2.58404 23.16978 0.57 -0.25 -0.52 -0.8594
C -14.55452 3.65294 23.44248 0.03 -0.37 -0.92 -0.6590
C -13.22278 3.65740 23.04692 -0.91 -0.24 0.03 -0.7978
C -12.67236 2.58680 22.38586 -0.37 -0.17 0.65 -0.5242
C -14.01217 -1.03859 20.62118 0.69 0.29 0.66 0.3300
C -14.72725 -1.80779 21.50787 -1.35 -0.26 0.04 -0.7511
C -15.74610 -2.65071 21.08421 0.66 -0.09 -0.95 -0.7243
C -15.99423 -2.88930 19.71770 -0.44 0.58 0.47 -0.5452
C -15.24242 -2.18222 18.80058 0.74 0.54 0.00 -0.7097
C -14.25563 -1.28765 19.31249 -1.45 -1.10 -1.51 -0.6851
C -10.87159 0.57511 19.10541 -0.59 1.70 -2.23 -1.8319
C -10.86457 0.96752 17.73452 -0.61 -0.54 -0.11 0.9726
H -7.75239 1.49728 19.78256 -1.93 1.42 -1.71 0.9023
H -5.38863 2.26952 19.71683 -0.39 -0.54 0.26 0.3958
H -3.05315 1.37370 21.93939 -0.29 -0.43 -0.51 0.3096
H -2.83518 0.91871 20.32130 0.67 0.23 -1.78 0.4917
H -2.17526 -0.76213 22.42277 -0.28 0.21 0.03 0.4078
H -2.80401 -1.49205 20.99853 0.26 -0.04 -0.68 0.3208
H -3.78383 -2.81790 23.58934 0.00 -0.61 0.40 0.4944
H -6.11961 -3.21581 24.35130 -0.57 -0.41 0.69 0.6527
H -7.59164 -4.01853 22.33329 1.26 -0.19 0.13 0.5880
H -8.42148 -5.53180 20.44951 1.17 -0.61 -0.23 0.5181
H -10.63380 -5.54659 19.87277 -0.25 -0.03 -0.05 0.3927
H -12.28023 -4.13357 20.95947 -1.22 0.09 -0.13 0.6129
H -11.57684 -2.63572 22.87834 -0.54 0.60 0.22 0.3837
H -8.20100 -0.77661 26.20433 -0.23 -1.69 0.29 0.0594
H -7.94683 -1.72467 28.51241 0.27 0.04 0.26 0.4795
H -7.71344 -4.09677 28.86902 0.21 -0.91 0.85 0.4461
H -7.84015 -5.78969 26.95666 -0.03 1.45 -0.49 0.3285
H -8.47239 -4.76043 24.72882 -0.10 -1.42 -1.58 0.5734
H -7.88894 -1.16910 18.84105 -0.55 0.35 0.28 0.5421
H -8.24039 -0.86125 16.50118 0.44 -0.21 -0.90 0.5207
H -10.16487 0.13402 14.76733 0.08 1.06 0.58 0.3034
H -9.34516 1.67387 15.17880 -0.25 -0.06 -0.03 0.3003
H -12.36876 1.30194 14.95044 0.15 -0.49 -0.20 0.3706
H -11.45389 2.74854 15.17973 0.03 0.40 -0.15 0.3087
H -13.61095 2.93631 17.40893 -1.02 0.40 -0.64 0.5409
H -14.00964 1.90964 19.69407 1.11 0.11 -0.56 0.4043
H -15.41449 0.62735 22.17336 -0.57 -0.27 0.12 0.5459
H -16.41259 2.76486 23.39175 -0.49 -0.68 0.00 0.4552
H -15.00841 4.57351 23.71766 -0.18 0.58 0.76 0.4664
H -12.74192 4.57649 23.21016 1.18 0.90 0.09 0.5749
H -11.62485 2.59644 22.12599 0.09 -0.13 -0.29 0.4733
H -14.60224 -1.60628 22.53229 0.15 -0.18 1.42 0.7152
H -16.34199 -3.15787 21.79451 -0.48 -0.41 0.75 0.4768
H -16.86365 -3.48866 19.42634 0.55 0.03 0.05 0.3814
H -15.40545 -2.25709 17.69733 0.22 0.03 1.17 0.3730
H -13.72232 -0.74291 18.62153 1.13 1.11 -1.70 0.4695
C -7.66849 2.14306 24.60734 0.26 0.53 -0.88 -0.7009
O -8.88224 1.38960 24.89876 0.67 0.56 0.34 -0.3280
H -7.85295 3.06868 23.99788 -0.33 -0.75 0.74 0.2781
H -7.02352 1.54583 23.96716 -0.16 -0.41 0.03 0.0557
H -7.04736 2.42331 25.48166 -0.89 -0.34 -0.08 0.3452
H -9.35417 1.85485 25.64694 0.29 0.18 -0.15 0.4057
C -10.72343 3.74341 25.56748 2.13 1.88 -2.20 -0.9686
O -9.99750 3.05539 26.51895 -0.12 -1.75 1.81 -0.6339
H -9.91476 4.17028 24.89329 -0.95 -0.46 0.39 0.2726
H -11.13370 4.62557 25.99186 -1.10 0.61 0.37 0.4642
H -11.36853 3.17829 24.92084 -0.65 -0.49 0.16 0.3209
H -10.61303 2.69240 27.19087 0.36 0.16 -0.30 0.2848
Se -12.41700 -0.64531 24.82896 0.09 0.50 0.34 -0.5899
C -12.34371 0.04395 26.65667 0.45 0.69 -0.17 0.5692
C -12.95429 1.28160 27.05668 0.98 -2.01 -0.68 -0.6668
C -12.78299 1.66177 28.38049 -1.61 1.77 -0.93 -0.2093
C -12.03092 0.96666 29.32641 -0.52 0.76 -0.90 -0.9150
C -11.39760 -0.15595 28.88282 0.49 -1.46 0.23 -0.3463
C -11.54649 -0.65185 27.56786 -0.10 0.09 0.44 -0.4038
H -13.53385 1.87498 26.32141 0.35 -0.45 0.70 0.3279
H -13.39827 2.57072 28.51227 0.74 -0.34 1.08 0.3154
H -11.93244 1.28746 30.34740 -0.09 0.16 0.15 0.4270
H -10.85031 -0.69974 29.66321 0.07 -0.10 -0.69 0.3760
H -11.06794 -1.59850 27.25963 -0.28 0.67 0.27 0.4606

41
Properties=species:S:1:pos:R:3:forces:R:3:mulliken_charge:R:1 method="wB97M-V/def2-TZVPD" lumo_ev=0.21 homo_ev=-9.1 max_force_ev_per_a=9.55 relative_energy_kj_mol=233.6 smiles=NCCCNCN.O.O.O.O.O.O.O total_energy_ev=-23386.715
C -0.10559 -1.94835 -0.23939 1.91 3.88 0.66 -0.6825
C 1.22911 -2.08478 0.43794 2.48 -2.96 1.44 -0.6732
C 1.64416 -0.87913 1.34364 0.38 -2.14 0.49 -0.0798
N 0.56437 -0.70179 2.36399 -0.31 0.51 -1.51 -0.3791
N 0.03584 -0.56705 -0.89164 -1.78 -0.39 -1.08 0.6426
C -0.74209 -0.38980 -2.25657 -0.36 -0.41 2.30 -0.4834
N 0.05134 0.43272 -3.14381 0.46 1.66 0.20 -0.4993
H -0.76672 -1.88169 0.63499 -1.04 -0.94 -1.12 0.3149
H -0.06711 -2.58912 -1.08832 -1.27 -1.22 -0.02 0.3555
H 2.04986 -2.36471 -0.30488 -0.94 0.70 0.84 0.4900
H 1.19883 -3.07212 1.09029 -0.01 1.94 -0.88 0.3374
H 1.93239 -0.04368 0.72350 -0.41 0.37 0.21 -0.0626
H 2.62415 -1.11397 1.89241 -1.49 0.02 -0.61 0.3939
H -0.20165 -0.05991 2.05624 0.92 -0.84 -0.03 0.0741
H 0.98626 -0.18560 3.08502 0.52 0.79 1.42 0.2625
H -0.22273 0.18861 -0.22468 -0.09 -0.84 -0.90 -0.2950
H -0.97340 -1.45452 -2.61773 0.64 1.68 0.09 0.3229
H -1.76677 0.10032 -2.04771 1.76 -0.69 -0.45 0.0800
H 0.90011 -0.00565 -3.54907 -1.41 0.58 0.33 0.3527
H 0.34046 1.35204 -2.63804 -0.61 -2.35 -1.14 0.2476
H -1.94343 2.31694 -0.91051 -1.36 -0.93 0.28 0.2877
H -1.37963 3.22326 -2.00616 0.31 -0.56 1.32 0.3069
O -1.17903 2.81957 -1.12082 0.78 1.55 -1.94 -0.6339
H 3.11919 2.24023 -0.87978 -1.55 -2.16 1.00 0.2739
H 2.67429 0.64540 -1.04810 0.13 2.28 0.53 0.3872
O 2.52493 1.50213 -0.48297 1.85 0.70 -1.88 -0.7633
H -1.41261 1.69694 1.55706 2.21 1.03 0.00 0.3934
H -2.89346 1.87438 2.15677 2.07 -1.50 -1.63 0.3016
O -2.26680 1.32051 1.54798 -4.32 0.52 2.05 -0.6620
H 1.89118 -0.74675 -1.29813 -0.15 -0.21 -0.81 0.1682
H 2.01209 -0.61030 -2.80597 1.46 -0.12 1.63 0.2275
O 2.59966 -0.67124 -1.99826 -0.85 -0.34 -0.81 -0.7696
H -0.12203 -2.21863 3.95863 0.14 -0.17 0.01 0.3660
H -1.40460 -1.76642 3.66765 -4.36 6.06 -5.96 0.2474
O -1.04810 -2.31144 4.20165 4.07 -5.99 5.97 -0.6105
H -4.35272 0.37575 -0.53046 -2.87 -0.86 0.15 0.2945
H -3.16280 0.90027 0.21123 0.05 -0.48 -1.13 0.3661
O -3.48737 0.61819 -0.69775 2.79 1.28 0.71 -0.6480
H -0.01975 2.60293 0.27682 -0.03 0.40 -0.67 0.3379
H 0.91694 1.46603 0.60842 1.41 -0.31 -0.59 0.1256
O 0.22324 1.99045 0.96655 -1.10 0.47 1.55 -0.7161

22
Properties=species:S:1:pos:R:3:forces:R:3:mulliken_charge:R:1 method="wB97M-V/def2-TZVPD" lumo_ev=-9.54 homo_ev=-19.5 max_force_ev_per_a=4.07 relative_energy_kj_mol=137.4 smiles="C[N+]1(C)C=N[n+]2ccccc21" charge=+2 total_energy_ev=-12924.149
C -0.35741 -2.32572 1.19730 -0.82 1.79 -0.32 -0.2665
C -1.72338 -2.22560 0.96973 2.04 1.83 -0.23 -0.6602
C 0.54042 -1.27821 0.86152 -0.51 -0.57 0.00 -0.5471
C -2.25244 -1.02177 0.48815 2.04 -1.60 0.57 0.0353
C -0.00420 -0.13721 0.31229 -1.64 -2.18 0.01 0.3218
C -0.67648 1.66296 -0.84666 0.75 1.84 0.65 -0.0034
C 1.45101 1.72602 0.49368 2.66 2.65 -1.60 -0.6516
C 1.13381 0.57562 -1.64649 0.35 -1.64 -3.21 -0.7830
N -1.73192 1.11492 -0.48548 -1.63 0.32 -0.50 -0.8465
N -1.39375 -0.04642 0.16786 1.60 -0.64 0.38 0.6385
N 0.52467 0.99112 -0.43033 0.05 -1.80 3.01 0.0300
H 0.01596 -3.17753 1.69842 0.50 -0.92 0.17 0.4654
H -2.26023 -3.08068 1.19862 -1.70 -1.12 0.32 0.4723
H 1.55456 -1.61834 1.04816 0.37 1.17 -0.35 0.4172
H -3.27949 -0.97816 0.38702 -1.97 1.05 -0.57 0.5007
H -0.39301 2.59522 -1.31031 -1.19 0.36 -0.41 0.5267
H 2.18495 2.33432 -0.20785 -1.51 -1.12 1.50 0.4040
H 0.90744 2.43714 1.10089 -0.29 -0.05 0.17 0.3538
H 2.08230 1.07731 1.11512 -0.54 -0.20 -0.42 0.3471
H 2.05176 0.03542 -1.52068 0.61 0.16 0.22 0.4086
H 0.47370 -0.05198 -2.26023 -0.24 -0.47 0.75 0.4210
H 1.15171 1.39155 -2.33075 1.06 1.13 -0.15 0.4159

11
Properties=species:S:1:pos:R:3:forces:R:3:mulliken_charge:R:1 method="wB97M-V/def2-TZVPD" lumo_ev=0.69 homo_ev=-8.7 max_force_ev_per_a=3.96 relative_energy_kj_mol=255.9 smiles="C[C@H]1N=NSN1" total_energy_ev=-17458.460
C 0.26039 0.35953 -0.11502 -1.24 -1.62 3.08 0.4576
C 1.01931 -0.98253 0.12710 -3.32 0.38 1.14 -1.3361
N -0.41291 0.38133 -1.36189 1.16 -0.50 -2.09 -0.2001
N -1.49620 0.93269 -1.42930 -0.45 -0.16 -0.68 -0.1571
N -0.80167 0.74274 0.93572 0.79 -0.65 0.00 -0.4203
S -2.04120 1.48521 0.05150 -0.43 0.69 1.05 0.0592
H 1.00455 1.09086 -0.01562 0.94 1.58 -0.59 0.1671
H 1.78005 -1.01919 -0.52357 3.10 0.32 -2.45 0.4204
H 0.43146 -1.83206 -0.22465 -0.41 -0.06 0.69 0.3626
H 1.45150 -1.10650 1.11375 -0.42 0.08 0.25 0.3519
H -1.19528 -0.05208 1.44198 0.28 -0.05 -0.40 0.2947